C2H12LiN4O4 | ωB97M-V with the def2-TZVPD basis set

Atoms and positions in Å:
Li1 -0.125 -0.766 -0.627
C1 0.911 -1.377 2.159
O1 0.898 -1.196 0.935
N1 0.467 -2.541 2.693
N2 1.290 -0.388 3.001
H1 0.033 -3.183 2.057
H2 0.527 -2.788 3.664
H3 1.602 0.453 2.550
H4 1.523 -0.580 3.958
C2 -0.314 2.350 -0.914
O2 -0.091 1.180 -0.595
N3 -1.590 2.796 -1.080
N4 0.685 3.245 -1.097
H5 -2.309 2.145 -0.826
H6 -1.806 3.740 -1.343
H7 0.536 4.136 -1.533
H8 1.601 2.874 -0.918
O3 0.977 -1.584 -2.430
H9 0.184 -1.681 -2.965
H10 1.698 -1.954 -2.944
O4 -1.871 -1.477 -1.229
H11 -2.366 -1.712 -2.019
H12 -2.459 -1.694 -0.497

Its spin multiplicity is 1. The max |F| is 0.78 eV/A. The HOMO-LUMO gap comes out at 10.59 eV. Its HOMO energy is -13.4 eV. As for the net charge: +1. As for the LUMO energy: -2.80 eV.